# 1
13
Properties=species:S:1:pos:R:3:lowdin_charge:R:1 method="wB97M-V/def2-TZVPD" homo_energy_ev=-14.70 de_lowest_kcal_mol=116.3 homo_lumo_gap_ev=11.32 total_charge=+1 max_force_ha_per_bohr=0.213 lumo_ev=-3.4
Cs 1.9698 0.1406 -0.7763 1.9129
O 0.4953 1.5453 -0.3604 -0.6609
O 0.8934 -1.7449 -0.7566 -0.5457
C -0.5445 -0.1435 0.8912 -0.1109
C -0.7636 1.1331 0.1175 -0.2901
H -1.3887 0.9683 -0.7601 0.1311
H -0.5256 -0.9852 0.1989 0.0363
H -1.4835 -0.3783 1.3925 0.1057
H -1.2625 1.9189 0.6848 0.1329
H 1.6938 -2.2411 -0.5854 0.0237
H 0.1850 -2.3653 -0.5845 0.0834
H 0.3592 -0.1309 1.5005 0.0804
H 0.3719 2.2830 -0.9622 0.1013



# 2
2
Properties=species:S:1:pos:R:3:lowdin_charge:R:1 method="wB97M-V/def2-TZVPD" homo_energy_ev="-14.01 / -14.05" spin_multiplicity=6 de_lowest_kcal_mol=17.9 s2=8.7899 homo_lumo_gap_ev="5.98 / 6.11" total_charge=+1 max_force_ha_per_bohr=0.050 lumo_ev="-8.0 / -7.9"
I -0.2649 -1.4353 0.0884 0.0114
Mn 0.2649 1.4353 -0.0884 0.9886



# 3
11
Properties=species:S:1:pos:R:3:lowdin_charge:R:1 method="wB97M-V/def2-TZVPD" homo_energy_ev=-10.43 smiles="C=C[C@H](O)C#N" de_lowest_kcal_mol=60.7 homo_lumo_gap_ev=11.10 max_force_ha_per_bohr=0.039 lumo_ev=0.7
O -0.2250 -1.4755 0.8547 -0.0240
N 0.1179 1.5048 2.1632 0.1485
C -0.8072 0.1868 -1.4075 0.0407
C 0.3173 0.3348 -0.7419 -0.1915
C 0.6906 -0.5425 0.3897 -0.3448
C 0.4937 0.6121 1.5125 -0.1451
H 1.5940 -1.1135 0.0362 0.1687
H -1.0321 0.8410 -2.2329 0.0621
H 1.0522 1.1244 -0.8840 0.1185
H -1.4902 -0.6115 -1.1318 0.0718
H -0.7111 -0.8606 1.4418 0.0951



# 4
46
Properties=species:S:1:pos:R:3:lowdin_charge:R:1 method="wB97M-V/def2-TZVPD" homo_energy_ev=-8.68 smiles="Cc1ccccc1[C@H](CC(=O)O)NC(=O)c1cc(Sc2ncccn2)ccn1" de_lowest_kcal_mol=51.0 homo_lumo_gap_ev=8.79 max_force_ha_per_bohr=0.074 lumo_ev=0.1
S -0.8079 -4.3599 3.4395 0.9796
O -2.4519 4.7134 -1.3964 0.1086
O -0.4856 5.9285 -1.2101 0.0844
O -1.8187 -0.0640 0.2723 0.0278
N -0.2955 1.5305 0.4723 0.1162
N 0.2501 -6.5022 2.1061 0.0668
N 0.9265 -0.1004 2.6085 0.1050
N 1.8154 -4.9862 2.8345 0.1006
C 2.7462 -5.7972 2.2212 -0.1011
C -1.3778 4.9142 -0.8727 -0.4521
C 0.8966 2.7959 -2.1834 -0.0626
C -0.6215 -1.8562 2.1681 -0.0272
C 0.7926 -2.1361 3.9639 -0.0737
C -1.2276 2.0661 -2.9609 -0.1459
C -0.7911 0.3038 0.8762 -0.3416
C -0.0967 -0.6041 1.8833 -0.1741
C 0.5530 -5.3715 2.6957 -0.6056
C 0.5640 2.7457 -4.5337 -0.0769
C 1.4108 2.9363 -3.4370 -0.0574
C -0.7261 2.4224 -4.2807 -0.0267
C -0.1738 -2.6796 3.1861 -0.5225
C -0.8637 2.4520 -0.5049 -0.2635
C 1.3700 -0.8608 3.5941 -0.1092
C -2.6631 1.7410 -2.8027 -0.0408
C -0.8423 3.8664 0.1131 -0.0149
C 1.1737 -7.2137 1.5315 -0.1505
C 2.4402 -6.8265 1.4272 -0.0702
C -0.3387 2.3500 -1.8724 -0.1547
H 3.2226 -7.3740 0.9870 0.1034
H -1.3434 -2.1301 1.4133 0.1172
H -3.0407 1.5229 -3.7794 0.0697
H -1.0820 6.5025 -1.7528 0.1350
H -2.7307 0.8013 -2.2167 0.0997
H 2.3041 -0.5240 4.0678 0.1115
H -1.3325 2.3974 -5.1120 0.0806
H -1.8564 2.0470 -0.5394 0.1217
H 0.6906 -8.0656 1.1016 0.1152
H 0.5238 1.8178 0.9439 0.1112
H -1.3622 3.8683 1.0341 0.1206
H 1.1781 -2.5490 4.9081 0.1162
H 1.4778 2.9195 -1.3166 0.1068
H 0.2187 4.1387 0.2225 0.1216
H 0.8228 2.9662 -5.5178 0.0867
H 3.8107 -5.6267 2.2401 0.1116
H -3.2292 2.5596 -2.4402 0.0672
H 2.3707 3.3206 -3.5821 0.0860



# 5
116
Properties=species:S:1:pos:R:3:lowdin_charge:R:1 method="wB97M-V/def2-TZVPD" homo_energy_ev=-3.56 de_lowest_kcal_mol=22.9 homo_lumo_gap_ev=4.72 total_charge=-1 max_force_ha_per_bohr=0.044 lumo_ev=1.2
Sr -1.0674 0.2671 -0.5782 1.1886
Br 1.9869 -2.8168 -1.4576 0.8148
P -1.4922 -1.8009 1.7286 0.9863
P 1.5449 -0.1779 1.4910 0.9968
O -4.7622 0.7714 1.4491 0.0236
O -1.3127 1.1727 -4.3722 0.0032
N -0.0363 -3.6144 3.1549 0.1293
N -2.4243 1.3556 3.2798 0.1084
N 1.4183 -0.1740 -2.0659 0.0086
N 5.1693 7.2566 -0.6813 0.0904
N -3.0886 1.3138 -0.0828 -0.1048
N 2.3616 -2.2107 3.1435 0.1263
N -0.8810 -2.1865 -3.3180 0.1148
N -2.3018 0.0508 -2.5832 -0.0928
C -3.4445 0.9049 -2.4897 -0.2343
C 1.3381 -1.7703 2.4637 -0.3681
C -2.8099 -4.3666 1.6656 -0.1026
C 4.2682 6.5340 -0.6535 -0.2429
C -0.0503 -3.5432 -5.1056 -0.0730
C 4.0924 -0.9776 0.6666 -0.1251
C 3.3358 -3.8428 4.6131 -0.0155
C 1.6136 4.2553 0.6394 -0.0970
C 0.9312 -5.2887 4.5794 -0.0174
C 3.2103 -4.9964 5.3259 -0.0821
C -3.5656 -2.5101 0.1547 -0.0920
C -5.8660 2.3225 -2.3533 -0.1146
C 2.7370 -0.1113 -4.4899 -0.0160
C -1.8992 3.4806 4.2635 -0.0739
C -5.4014 1.8597 -3.5809 -0.1155
C 0.8440 3.9256 -0.5306 -0.3481
C -2.3847 4.1359 3.1371 -0.0599
C -0.4730 -1.2239 -5.4650 -0.0121
C -0.8952 -1.1400 -4.1422 -0.2008
C 1.3474 4.4877 -1.7554 -0.0785
C 1.9925 -5.7299 5.3077 -0.0836
C 1.4466 0.9337 -2.8147 -0.1025
C 2.2403 -3.3668 3.8478 -0.2074
C 3.3820 0.1613 1.3961 -0.7145
C 2.7042 5.0809 0.5925 -0.0775
C -1.9332 2.0991 4.2771 -0.1646
C 1.0083 0.9627 2.8267 -0.2477
C 2.0780 1.0237 -4.0483 -0.2306
C -1.5196 0.1749 -3.6719 -0.5431
C 2.4433 5.3089 -1.7878 -0.0721
C -1.4050 -3.6982 -0.2835 -0.1338
C -5.1286 2.0749 -1.2126 -0.0392
C 3.4670 1.4280 0.5272 -0.0957
C -4.2110 1.1637 -3.6335 -0.0423
C -3.6692 1.2406 1.1281 -0.5554
C -2.9119 1.9903 2.2178 -0.2054
C -0.4669 -3.3563 -3.7970 -0.1793
C -2.8932 3.3820 2.1013 -0.0158
C -0.3033 3.1427 -0.4900 -0.1212
C -3.9139 1.3740 -1.2454 -0.2268
C 1.9423 2.2791 -4.8633 -0.0257
C 0.0762 -2.5064 2.4810 -0.3644
C -2.4762 -1.7410 3.2704 -0.2546
C 2.0356 -1.2422 -2.5342 -0.7298
C 2.7273 -1.2736 -3.7275 -0.0994
C 1.0394 -4.0842 3.8390 -0.2080
C -2.3477 -3.1880 0.8061 -0.7226
C 3.1520 5.6400 -0.6187 -0.2828
C -0.0455 -2.4457 -5.9524 -0.0713
C 4.0722 0.4264 2.7328 -0.1012
H -0.7246 2.8894 0.4801 0.0020
H 3.6551 1.2995 3.2367 0.0691
H -3.8508 0.7897 -4.5832 0.1074
H -4.2149 -2.0210 0.8845 0.0755
H -1.9417 -4.4123 -0.9170 0.0884
H 4.0446 -5.3639 5.9097 0.0999
H -0.9560 3.0791 -1.3591 0.0406
H 3.2442 5.3145 1.5038 0.1092
H -3.2688 3.8428 1.1964 0.1241
H -1.0471 -2.9051 -0.9431 0.0178
H -3.7004 -4.1126 2.2439 0.0778
H -6.7888 2.8863 -2.2871 0.0890
H 4.5119 1.6062 0.2533 0.0957
H -1.5358 1.5502 5.1264 0.1037
H 5.1579 -0.7358 0.5938 0.0852
H -2.0037 -1.0507 3.9654 0.0234
H 1.9101 -6.6413 5.8861 0.0998
H 3.2196 -2.1775 -4.0561 0.1013
H -0.5402 -4.2096 0.1500 0.0696
H -2.3626 5.2169 3.0714 0.1072
H 4.0108 -0.4322 3.4014 0.0576
H 1.5613 0.7974 3.7518 0.0474
H 1.1373 1.9907 2.4922 0.0244
H -5.4812 2.4386 -0.2561 0.1048
H -4.1551 -3.2688 -0.3692 0.0937
H 3.7083 -1.0950 -0.3454 0.0089
H 5.1279 0.6389 2.5347 0.0835
H 3.1039 2.3138 1.0471 0.0540
H 0.2552 -4.5242 -5.4453 0.0971
H -2.5259 -2.7380 3.7056 0.0323
H -1.4985 4.0272 5.1069 0.0962
H -0.0551 0.7983 3.0107 0.0036
H -0.5037 -0.3283 -6.0700 0.1160
H -3.0740 -5.1948 1.0004 0.0816
H -3.2795 -1.7568 -0.5866 0.0603
H 0.8825 2.4516 -5.0669 0.0816
H 0.9387 1.8025 -2.3960 0.0919
H -0.4668 -4.1857 -3.0962 0.0892
H 4.2527 -3.2668 4.6110 0.1123
H 2.4756 2.1954 -5.8102 0.0762
H -2.0343 -4.7098 2.3490 0.0531
H 3.2571 -0.0991 -5.4417 0.1182
H 2.3205 3.1456 -4.3176 0.0729
H 3.9940 -1.9312 1.1885 0.0621
H 1.2887 3.8564 1.5939 0.0831
H 0.8159 4.2648 -2.6761 0.0974
H 2.8871 1.3316 -0.3922 0.0579
H -5.9672 2.0316 -4.4889 0.0886
H -0.0072 -5.8277 4.5504 0.1120
H 2.7789 5.7227 -2.7326 0.1058
H -3.4685 -1.3484 3.0479 0.0415
H 0.2876 -2.5418 -6.9787 0.1025



# 6
19
Properties=species:S:1:pos:R:3:lowdin_charge:R:1 method="wB97M-V/def2-TZVPD" homo_energy_ev=-2.45 smiles=CCCCNC[O-] de_lowest_kcal_mol=51.7 homo_lumo_gap_ev=6.25 total_charge=-1 max_force_ha_per_bohr=0.073 lumo_ev=3.8
O 2.6179 -0.5147 -1.2911 -0.3563
N 0.6779 0.6236 -1.3460 -0.1324
C 0.6921 0.7832 0.1351 -0.2760
C -2.3674 -0.1530 1.3023 -0.1358
C 0.2746 -0.6027 0.7418 -0.1786
C -1.3603 -1.0003 0.5219 -0.2087
C 2.0691 0.6303 -1.8136 -0.5804
H 1.1604 -1.2074 0.4651 0.0940
H 2.4011 1.6026 -1.5739 0.0483
H -1.5072 -0.9124 -0.5518 0.0656
H -2.9336 -0.6652 2.0512 0.0473
H -1.3317 -2.1374 0.7578 0.1063
H -1.9734 0.6760 1.7986 0.0378
H 1.8168 0.8938 0.3528 0.1120
H 0.0206 1.7250 0.2777 0.1070
H -3.1392 0.2988 0.7165 0.0521
H 0.5549 -0.4271 -1.4661 0.0850
H 0.3033 -0.4983 1.7944 0.0518
H 2.0241 0.8852 -2.8725 0.0612